1.
Here is a cluster of 12 separate species, C48H72O36 in total at a distorted geometry from the OMol25 dataset. Energies are from the ωB97M-V functional and the def2-TZVPD basis.

```
! wB97M-V def2-TZVPD RIJCOSX def2/J DEFGRID3
* xyz 0 1
H -2.2823 -3.9974 -2.7811
C -0.5879 -3.1140 5.1394
H 4.0153 -2.5173 -0.4613
C 2.8362 4.4607 -3.5871
H -3.1968 2.9014 3.3895
O -0.1685 -5.8704 -1.9093
H -5.3685 -2.4235 1.8760
O -5.8618 3.1391 -3.2207
H -2.0873 -6.5257 -1.2119
O 5.1376 2.1216 0.2560
O -2.1956 1.2980 5.6371
O 1.0524 4.1173 2.0744
H -1.4458 1.1259 1.8486
C 4.5925 1.3425 3.6395
H 4.7761 1.8523 -1.8192
H 1.4525 -2.9872 -0.6046
H -5.9714 -0.8817 -2.2174
H 1.2460 4.1924 -6.0385
H -2.7110 -6.9183 -3.8518
O -4.2265 -5.3031 2.1158
H 0.0653 -2.7728 5.9224
H 5.6528 -1.7909 2.6078
C -4.1021 -4.9725 0.8196
O -3.0711 -0.6241 4.8842
H 5.8217 3.3613 -3.2985
O -6.4935 1.9743 -1.4418
O -0.6764 -3.3618 0.8011
C 2.8170 0.4632 4.7735
H -1.5915 -4.9060 -0.7737
H 7.3187 3.0931 -2.4789
O -0.8648 3.0022 1.6054
C -0.5785 3.6505 -3.9324
H -4.0414 -5.9206 -3.0007
O 3.4329 -1.4480 -2.5532
O -4.2687 -3.6422 0.7252
H -1.2192 4.4130 5.7099
O 0.5619 -0.1162 1.1192
C 0.8996 3.3276 -3.9453
O -2.1423 0.3812 -2.5091
O 6.5301 3.8009 -0.1370
C -7.3219 0.1209 -0.2139
C -2.5232 2.6836 5.5005
O 2.4981 0.8478 1.3354
O 1.7068 0.4234 5.2948
H -4.4672 3.3009 4.6461
C -0.3445 1.1902 -0.6312
H -3.5010 -2.4155 2.1549
O -4.0129 1.3764 4.3187
C -1.5647 -5.6501 -1.5899
H 0.8042 0.3916 -6.7196
H -1.2487 2.9625 -4.4498
O -3.9711 -5.7615 -0.0992
H 5.8683 -0.1787 2.1328
H -1.0436 2.0661 -0.5632
C -1.2072 3.4272 5.2164
C 5.6163 3.8397 -1.2430
H 4.3800 1.6315 2.6095
C 3.2455 4.6439 1.5712
O -0.9708 -2.5073 2.8167
H -2.8688 2.9688 6.4906
H 1.8090 -2.7881 4.1670
H -0.5063 -2.5637 -4.5781
C -3.5830 2.7403 4.3831
H 1.4108 -0.4871 -5.3054
H 3.4519 4.7451 2.6723
O 6.6781 2.5111 1.7492
C -5.4197 -0.0221 -1.9141
H 1.7678 2.5184 -5.7866
C -3.1036 0.5669 4.9537
C 0.2035 -5.4124 -3.0760
O -5.3420 0.9437 -2.9760
H 0.9023 -1.3737 -6.6435
C -4.4268 -3.0208 1.9766
C 6.4687 3.7979 -2.5047
H -0.6765 -0.8980 -0.2759
C 4.7621 -0.1432 3.8161
H -8.0045 -0.1810 -0.9914
O 1.0440 -3.0756 2.2714
C 1.6630 3.4452 -5.2983
H -0.5659 -1.1932 4.2443
C -0.6195 0.0056 0.3364
H -0.8866 4.7125 -4.0739
O 3.4815 -0.6176 4.3203
H 0.9852 -3.2970 -2.1761
C -3.0918 -5.9490 -3.6307
C 1.1629 -2.2359 3.4939
H -0.6297 -4.1607 4.9110
H 5.1978 -3.2212 -1.5708
C -3.7667 -4.2415 4.1983
H 6.7928 4.7628 -2.8652
H 3.9689 5.3150 1.0840
H -4.4196 -0.2785 -1.5893
C 2.3661 -0.6749 -2.3984
C 5.1464 -0.8691 2.5146
C -0.2747 -2.2170 3.9962
H 5.1105 4.8028 -1.2870
H -1.9270 -2.4363 -5.6290
C 1.6515 -2.6613 -1.6234
C -0.2161 -3.0502 1.8731
H 3.8898 -4.2434 -0.7711
C 4.7182 2.6047 -1.0001
H -1.6555 -2.7839 5.4120
H 3.4483 3.6105 1.1851
O 3.7307 4.8736 -2.9898
H -0.1398 0.8965 -1.6636
C -0.0316 3.7760 1.2790
C -5.9075 2.1048 -2.6179
O -0.8489 0.3929 -4.4916
H 2.9651 -3.4959 -3.0032
C 1.4251 0.8999 0.8171
O 2.3322 0.4298 -2.7443
H -3.3808 -5.4175 -4.6116
O 1.5794 4.2269 -3.0821
H -7.0949 -0.6672 0.4134
H -0.9323 3.4454 -2.8769
C 3.0951 -2.7706 -2.2003
C -1.6847 -0.1523 -3.4961
C 1.2829 5.0038 -0.0398
C -1.7439 0.2662 1.2562
C 1.8356 5.0608 1.3547
H -0.3545 2.8443 5.5970
H -7.8790 0.7872 0.4268
H -5.6822 -4.3392 3.2233
O -1.9641 -1.4209 -3.7961
H 1.9437 4.3165 -0.7065
H -3.9895 -3.4158 4.8241
H -3.8170 -5.1933 4.7072
C -6.1348 0.8079 -0.7745
H 3.6338 2.9068 -0.9799
C -1.2378 -1.8911 -4.9423
H -2.6473 0.5273 0.6507
H 4.3382 -0.8983 1.7677
H 5.4168 1.9877 3.9277
H 1.1549 5.9860 -0.6170
H 0.9799 2.3269 -3.5937
O 1.3446 -5.3035 -3.3837
C -0.6974 -0.6118 -5.5625
H -5.3555 1.0111 -0.0467
C -4.6386 -4.2124 2.9821
H -2.7593 -4.0963 3.7974
C 6.1602 2.8329 0.6890
C 0.6891 -0.4990 -6.0637
O -0.0244 4.3809 0.0746
H 1.5735 6.0533 1.7857
H -1.0405 3.6437 4.1908
O 1.3482 -1.2715 -1.8070
O 0.9202 1.6928 -0.0976
O 2.9269 3.9464 -4.8564
H 1.4545 -1.2144 3.1812
O 3.4500 1.6593 4.4998
H -2.0491 -0.6130 1.9214
C 4.1708 -3.3021 -1.2172
H -1.4053 -0.2984 -6.3468
O -0.8538 -4.9025 -3.7158
H 5.5204 -0.2980 4.5429
C -2.0733 -5.0754 -2.9282
*
```

Kohn-Sham gap in Eh: 0.398
SMILES string: C[C@H]1COC(=O)O1.C[C@H]1COC(=O)O1.C[C@H]1COC(=O)O1.C[C@H]1COC(=O)O1.C[C@H]1COC(=O)O1.C[C@H]1COC(=O)O1.C[C@H]1COC(=O)O1.C[C@H]1COC(=O)O1.C[C@H]1COC(=O)O1.C[C@H]1COC(=O)O1.C[C@H]1COC(=O)O1.C[C@H]1COC(=O)O1
Molar mass in g/mol: 1225.1
E_HOMO in Eh: -0.3840
Energy above the lowest of the compared OMol25 structures with the same formula, charge and spin in kcal/mol: 77.5

Atomic partial charges in e from the Mulliken method, atoms 1 to 8:
1 H -0.046
2 C -1.974
3 H 0.050
4 C 0.394
5 H 0.090
6 O -0.374
7 H 0.052
8 O -0.583

=====

2.
Here is a cluster of 9 separate species, C48H74BrF5N3O10PS8 in total at a distorted geometry from the OMol25 dataset. Energies are from the ωB97M-V functional and the def2-TZVPD basis.

```
! wB97M-V def2-TZVPD RIJCOSX def2/J DEFGRID3
* xyz 0 1
H -9.2816 1.5545 5.8681
H 0.4104 -0.3663 -3.1499
C -4.5239 -5.7731 0.1668
H -9.1684 3.3292 8.4041
H -0.7210 -2.0197 -4.5869
H -2.8145 2.7300 0.5286
H -2.6539 4.2499 5.8483
H -5.9909 -1.9110 3.6051
S -4.5321 4.9396 4.5673
H -3.9848 -3.5449 -1.4567
C 0.2591 1.8169 -1.2240
H 4.0528 -0.3082 -2.8443
H -4.0437 -1.6039 2.2044
F -7.0073 2.3666 -2.0960
O 4.2792 -4.4513 -1.0728
S 2.9995 -5.2122 -1.0911
H -4.4278 0.4291 1.0342
P -1.0911 -2.2700 3.9220
H 5.7640 5.1192 -0.4034
C -4.3696 0.5454 5.3426
O -4.5086 -3.3901 1.3325
F -7.2757 1.1772 1.2380
C 3.1021 -0.4908 -2.3122
C -4.1389 -0.9953 3.1106
C 2.4517 0.8842 -2.0908
O 5.7030 0.6242 0.8610
C 6.5057 4.1765 -2.9403
H -2.9015 2.6355 2.2793
C 0.9453 -1.2477 -3.5059
H 3.4850 -2.8713 -8.7665
C 7.2872 -1.6345 -2.0845
H 2.1421 1.3278 -3.0430
H -8.8584 3.2924 5.9306
C 0.2345 -0.0110 0.6672
H -7.8248 2.1493 5.0357
C -5.2530 -1.1690 3.9066
H -1.1352 3.4282 -5.1392
H 5.1911 -0.3352 -8.2197
C 4.4798 -0.9901 2.5714
C -2.9676 2.0309 1.3568
H -4.1823 3.8449 6.6717
C 0.2863 2.8283 -2.3603
O 5.7200 -3.7268 -7.2239
H 4.0795 -7.1298 -0.1316
C -3.6512 4.6080 6.0997
H 2.8762 -4.3549 -4.8197
H 7.0350 -0.0756 3.2770
H 4.0074 -2.7642 -3.4266
S 5.7802 -0.7773 1.3554
C 1.1981 4.8976 -3.1715
H -5.6364 3.2391 0.9307
C -8.4648 2.2754 5.9087
H 7.8459 -0.7153 -1.9005
C 2.9429 -2.5641 -3.6635
H 4.2296 4.2768 -0.0784
H 4.5394 -0.1998 3.3211
H 5.7130 3.3299 -0.3401
H 7.0043 3.2768 -2.5791
C -0.4628 3.5396 -4.2782
C -7.5772 2.2593 -0.8882
H 6.3602 -1.6175 -1.5129
O 4.2089 5.4922 -2.7570
H 7.8803 -2.5010 -1.7910
H 5.9660 -0.8383 -6.6995
H -6.2557 -0.5608 5.6801
C 3.4157 -6.9600 -0.9801
H -6.8039 5.6325 4.5619
H -9.5905 1.5903 8.4263
H -4.4717 1.1707 6.2339
H 9.0293 -0.7572 -4.0835
S -7.4738 1.9753 7.3780
H 0.2543 5.4071 -5.0556
H 0.4004 -3.7600 3.4416
H 3.0159 -5.3728 1.3032
C -6.0803 5.4175 5.3472
C -3.2630 0.7119 4.5326
H -2.4861 -4.5213 -1.3850
H 7.0137 5.0672 -2.5690
H 3.5288 -0.9300 2.0467
O -0.5518 -3.6965 3.2671
F -6.2883 0.3538 -0.5351
H 1.8194 5.7864 -3.1247
S -3.5547 -4.3750 0.7522
F -8.7027 1.5384 -1.0624
H 2.5017 -7.5438 -0.8679
C 5.2495 -1.1238 -7.4682
C -3.0894 -3.7690 -0.8760
C -0.9516 -1.0067 2.5790
H -3.5715 5.5282 6.6789
C -1.9006 0.9519 1.4839
C -8.7895 2.3181 8.5564
H 0.4444 -4.0265 -5.4424
H -2.5022 -2.8609 -0.7460
H 3.9199 -7.2486 -1.9006
N -0.5469 2.5570 -3.3708
N 1.3389 -0.0929 -0.1419
C 5.1699 4.2321 -0.6257
O 1.1102 -1.9310 1.8752
H 1.4010 -5.7273 0.6163
H 1.9802 -4.0468 0.7138
H 3.2379 1.5106 -1.6308
H 8.5321 -1.6958 -5.5129
H -6.4464 4.5993 5.9718
S 5.8149 -2.6467 -8.2421
C -6.6334 1.5197 0.1022
H 7.1578 -1.8395 3.0007
H 8.0729 -0.7087 1.9767
H -5.3271 -5.4209 -0.4812
H 4.5295 -3.7448 -9.9137
H 4.3761 -1.9766 -10.0350
H -8.3792 2.2304 9.5608
H -4.8675 1.5816 2.2831
O -4.7608 3.6299 3.9004
C 2.3016 -3.4969 -4.4656
C 0.3186 4.6818 -4.2455
H 4.5784 -1.9683 3.0434
C 0.9664 -3.3048 -4.8150
C 4.4062 -2.8228 -9.3482
C 7.1449 -0.8583 2.5257
C 0.0985 -0.9820 1.7176
S 4.7965 4.1748 -2.3843
O 6.1999 -0.4734 -4.2016
H -5.9216 6.3121 5.9501
F -7.8821 3.4783 -0.4293
H -4.8839 2.6111 -0.5933
C -4.4393 1.4980 1.2735
O -6.4806 3.0825 7.4740
H -4.9488 -6.2786 1.0321
C -5.3605 2.3397 0.3590
H 3.3888 -0.9727 -1.3653
H 6.5093 4.1813 -4.0286
C 1.1414 3.8986 -2.1923
C 2.2868 -1.4400 -3.1814
H -3.8754 -6.4624 -0.3747
C 0.3270 -2.1853 -4.3183
H -2.5025 1.4569 4.7653
H 1.7299 -1.5267 2.4984
C 8.5564 -1.6791 -4.4245
C -3.1376 -0.0815 3.4065
H 1.7580 3.9723 -1.2961
Br 0.4649 -1.5572 5.4312
C 1.2958 0.8360 -1.0702
N -0.7604 1.8986 -0.4072
C -5.3703 -0.3908 5.0655
C -0.7847 0.9465 0.5742
C 2.2785 -5.0831 0.5527
H 4.2724 -1.2799 -7.0091
H 9.1092 -2.5451 -4.0606
S 6.8630 -1.7545 -3.8215
C -1.9876 -0.0059 2.4482
*
```

Kohn-Sham gap in Eh: 0.295
Molar mass in g/mol: 1315.5
E_HOMO in Eh: -0.2999

Atomic partial charges in e from the Mulliken method, atoms 1 to 8:
1 H 0.446
2 H 0.371
3 C -1.112
4 H 0.315
5 H 0.407
6 H 0.573
7 H 0.311
8 H 0.490

=====

3.
Here is a cluster of 14 separate species, C48H74N10O4S4 in total at a distorted geometry from the OMol25 dataset. Energies are from the ωB97M-V functional and the def2-TZVPD basis.

```
! wB97M-V def2-TZVPD RIJCOSX def2/J DEFGRID3
* xyz 0 1
C -1.6503 6.7231 2.6955
C -6.3847 1.9721 4.0268
C 5.0848 -2.8861 -3.8024
C -4.9475 -7.8583 4.7705
C 4.0203 5.2906 4.0511
C -5.8200 1.5998 2.8118
H 0.5266 7.5893 -4.2406
S 1.8105 -8.2884 1.1835
N 4.0045 -1.5397 5.1480
H 4.8210 -0.9228 6.9665
C -1.3937 -0.0941 -9.3889
C -7.2923 0.0596 3.2418
C 0.6192 1.8647 7.4388
H 5.1739 6.3554 -7.7580
H -4.0751 -6.1061 -2.6463
C 5.6069 4.6315 5.5417
C -3.6658 4.0728 -4.9434
C 5.6475 -1.3135 -2.2654
C -3.5655 -0.1277 -9.4852
H -3.7244 -1.7113 -8.0696
H -0.4084 -0.5023 -2.0509
H 3.7122 -4.8760 5.5181
H 2.3873 3.3344 -6.8759
H 1.6557 4.8111 -9.0745
H -5.0572 -8.9207 4.6109
O 1.7383 -0.0713 0.7981
H 5.4956 -0.8681 -4.4316
H -0.3043 -9.4936 0.7455
H 1.0941 0.2813 -2.0309
H -0.5592 -7.0679 -4.5026
O -3.2654 -5.5600 -5.3222
C -4.7179 -6.0258 6.0057
C 2.4557 5.6077 -2.4641
S 0.3406 0.1458 0.2263
H 4.0771 6.3793 5.7679
H 4.6852 -3.3949 -4.6672
H 6.1658 2.8377 4.4641
C 2.9752 4.0620 -7.4156
C -0.7220 -1.2211 0.7927
H -3.4893 7.9451 4.9810
H -4.6129 -5.4401 6.9071
H 0.1662 -5.5177 -3.9750
H -1.2624 -1.0490 1.7235
H 3.8017 6.2091 -9.7701
C 4.6111 5.5532 5.3219
C 1.2912 7.1538 -3.6145
H 0.6010 2.9392 7.6210
H 0.8757 -10.3989 1.6478
N 5.4438 -2.4837 -1.5502
H -4.6056 0.0501 -9.7151
C 5.5404 3.7117 4.5703
H -1.3241 -1.2494 7.7971
H 4.3793 3.6358 2.7864
H -2.7854 -7.2550 -2.7766
H -1.2588 4.6957 3.4498
H 0.6534 5.2244 -3.5983
S -1.0211 1.0412 7.8502
C -5.0101 -5.6447 4.6795
N -2.4297 7.7121 3.1962
H 4.6263 -3.6753 7.6530
C 3.3328 -9.1984 0.7976
H -4.5181 -8.0074 6.8599
H 6.0847 4.6343 6.5103
H -1.4237 -1.4048 -0.0211
N 4.5449 5.5740 -7.8760
H 4.6327 4.3621 -6.0064
H -4.3595 1.6184 -2.9711
N -7.3305 1.0007 4.2208
H -2.4549 5.3988 5.6788
C -2.3622 5.9602 4.7609
H 0.9986 -10.1812 -0.2069
C 0.7510 -9.7652 0.7697
H -0.0362 -2.0663 0.8512
C -4.1017 2.5872 -3.3727
C -4.0569 3.8634 -2.7624
H 0.1626 -0.8542 6.8470
H -2.4971 8.6162 2.7509
H 5.5593 -2.6708 -0.5644
H -5.1042 2.2310 2.3062
H -1.1452 6.8947 1.7565
H 3.2014 5.7933 3.5580
H 4.1855 -8.5708 1.0570
N -3.8698 2.7331 -4.7401
H -5.0236 -4.6551 4.2473
N 1.3796 5.8591 -3.2985
C 3.6924 -2.7688 4.6579
H 3.4378 -2.9674 3.6273
C 3.8307 -3.8108 5.6520
O 1.5579 -7.3598 0.0150
H 3.0496 8.5863 -3.5420
C -0.6293 -5.9816 -4.5581
H 0.1044 -1.1837 8.5904
O -1.2959 1.3811 9.3588
H 1.1431 -1.3891 -1.4188
C 4.2116 -3.1532 6.8034
C -2.4814 0.4505 -9.9386
C 0.5333 -0.4895 -1.5022
N 4.6255 4.1081 3.6445
H -3.2940 4.4044 -5.9016
C 3.6686 5.5656 -8.9130
H -1.3132 -1.5233 -7.6370
H 4.3093 -0.6961 4.6837
H -6.4142 0.0156 1.2356
C 3.2804 6.7219 -2.4625
H -2.4455 -5.8502 -1.8320
C -3.7723 4.7860 -3.7894
C -5.0370 -6.8260 3.8378
H -7.9528 0.9313 5.0132
H -3.7616 2.0660 -5.4907
H 1.5000 1.4695 7.9448
C 5.0809 -3.4226 -2.5032
S -2.3372 -5.2433 -4.1676
H -4.1660 4.2520 -1.7607
C 5.4723 -1.5878 -3.6267
H 3.4074 -10.1534 1.3177
H -2.5474 1.2336 -10.6794
C -0.3969 -0.6773 7.7656
C -1.7845 5.6282 3.5930
C -6.4545 0.4576 2.2202
H 5.8546 -0.4401 -1.6648
H -3.6155 5.8155 -3.5032
H 4.8304 -4.4485 -2.2769
C 2.5752 7.6601 -3.2532
C 4.3690 -1.7551 6.4474
H -0.3400 0.1386 -9.4307
H -8.0875 -0.6702 3.2038
C 4.2192 4.6060 -6.9739
C 2.6132 4.8009 -8.5749
H 2.6948 4.5787 -2.2396
H 4.3222 6.8467 -2.2066
C -2.9902 -6.1863 -2.7144
H 3.2571 -9.5742 -0.2227
N -4.6425 -7.3907 6.0698
N -3.1665 -1.1052 -8.6540
H -5.2677 -6.7223 2.7878
H -6.3567 2.9078 4.5654
H 0.6526 1.9153 6.3505
C -1.8243 -1.0204 -8.4446
H -0.2791 -5.8623 -5.5834
C -2.9249 7.2535 4.3730
*
```

Kohn-Sham gap in Eh: 0.283
Molar mass in g/mol: 983.5
E_HOMO in Eh: -0.2840
Energy above the lowest of the compared OMol25 structures with the same formula, charge and spin in kcal/mol: 208.6

Atomic partial charges in e from the Mulliken method, atoms 1 to 8:
1 C -0.518
2 C -0.552
3 C -0.376
4 C -0.530
5 C -0.422
6 C -0.380
7 H 0.367
8 S 0.483

=====

- Among the records above, which one has the lowest E_HOMO?
  C48H72O36